[1]
Entry from the Open Molecules 2025 dataset: a molecular structure, C34H45BHfN15S2 (ωB97M-V/def2-TZVPD).

## Properties
Spin multiplicity: 1
Energy relative to the best compared isomer or geometry (same formula, charge and spin), kcal per mole: 0.00
HOMO level, eV: -15.360
HOMO-LUMO gap, eV: 7.7
Calculated total energy, eV: -81981.1299
Total charge: +3
Lowest unoccupied orbital energy, eV: -7.629

XYZ file:
```
98
Properties=species:S:1:pos:R:3:forces:R:3:lowdin_charge:R:1
Hf -0.4970 -0.6310 -0.9541 0.3 -0.1 0.6 1.605
C -0.5634 -1.9086 2.0840 0.0 -0.1 0.0 -0.099
N -0.6368 -0.5751 1.4661 0.1 0.1 -0.1 -0.153
C -1.8257 0.1575 1.9483 -0.1 0.0 0.1 -0.129
C -2.1308 1.2325 0.9754 0.0 0.0 0.0 -0.380
N -1.6765 1.1860 -0.2684 0.1 -0.1 0.0 0.019
C -2.2129 2.3231 -0.9083 0.0 0.0 0.0 -0.189
C -2.1059 2.7966 -2.2129 0.0 0.0 -0.1 -0.006
C -2.7766 3.9628 -2.5258 0.0 0.0 0.0 -0.039
C -3.5430 4.6541 -1.5768 0.0 0.0 0.0 -0.042
C -3.6637 4.1928 -0.2826 0.0 0.0 0.0 0.014
C -2.9855 3.0217 0.0204 0.1 -0.1 -0.1 -0.162
N -2.9121 2.2844 1.1995 0.0 0.0 0.0 0.213
C -1.1894 -2.8771 1.1357 0.0 0.0 0.0 -0.312
N -1.2774 -2.6102 -0.1626 -0.1 0.1 0.0 0.028
C -1.8505 -3.7521 -0.7544 0.0 -0.1 0.0 -0.201
C -2.1863 -4.0369 -2.0765 0.0 0.0 0.0 -0.015
C -2.7492 -5.2704 -2.3303 0.0 0.0 0.0 -0.034
C -2.9819 -6.2064 -1.3091 0.0 0.1 0.0 -0.035
C -2.6565 -5.9337 0.0030 0.0 -0.1 0.0 0.015
C -2.0882 -4.6915 0.2488 0.0 0.1 -0.1 -0.160
N -1.6521 -4.0919 1.4324 0.0 0.0 0.0 0.214
H -1.0542 -1.9320 3.0603 0.0 0.0 0.0 0.148
H 0.4833 -2.1742 2.2395 0.0 0.0 0.0 0.109
H 0.1811 -0.0180 1.7430 0.0 0.0 0.1 0.014
H -1.6522 0.5709 2.9439 0.0 0.0 0.0 0.131
H -2.6704 -0.5365 2.0004 0.0 0.0 0.0 0.148
H -1.5293 2.2845 -2.9655 0.0 0.0 0.0 0.087
H -2.7104 4.3547 -3.5314 0.0 0.0 0.0 0.119
H -4.0515 5.5623 -1.8682 0.0 0.0 0.0 0.122
H -4.2602 4.7164 0.4518 0.0 0.0 0.0 0.127
H -3.3235 2.5424 2.0830 0.0 0.0 0.0 0.190
H -2.0171 -3.3254 -2.8717 0.0 0.0 0.0 0.098
H -3.0214 -5.5268 -3.3447 0.0 0.0 0.0 0.122
H -3.4278 -7.1586 -1.5592 0.0 0.0 0.0 0.124
H -2.8396 -6.6479 0.7937 0.0 0.0 0.0 0.128
H -1.7065 -4.5012 2.3531 0.0 0.0 0.0 0.190
C 1.5124 2.4887 -3.3752 0.0 0.0 0.0 -0.001
C 1.2275 1.8858 -2.1637 0.0 0.0 0.0 -0.122
N 0.3909 0.8506 -2.3504 -0.1 0.0 0.0 -0.129
N 0.1209 0.7928 -3.6788 0.2 -0.1 -0.2 -0.035
C 0.7939 1.7568 -4.3107 0.0 0.1 0.1 -0.019
B -0.7453 -0.3393 -4.2805 -0.1 -0.1 0.1 -0.485
N -2.1306 -0.3575 -3.5727 0.0 0.0 -0.3 -0.012
C -3.3372 -0.1425 -4.0967 -0.1 0.0 0.0 -0.018
C -4.3013 -0.3937 -3.1309 0.0 0.0 0.0 0.001
C -3.5799 -0.7661 -2.0137 0.0 0.0 0.1 -0.115
N -2.2619 -0.7512 -2.2794 -0.1 0.2 -0.1 -0.107
N -0.0557 -1.6705 -3.9340 0.0 0.0 0.0 -0.017
C 0.4150 -2.6298 -4.7349 0.0 0.0 0.0 -0.015
C 1.0534 -3.5843 -3.9588 0.0 0.0 0.0 -0.003
C 0.9307 -3.1155 -2.6620 0.0 -0.1 -0.1 -0.148
N 0.2587 -1.9552 -2.6432 -0.1 0.0 0.1 -0.121
H 2.1535 3.3320 -3.5583 0.0 0.0 0.0 0.118
H 1.5716 2.1389 -1.1723 0.0 0.0 0.0 0.094
H 0.7208 1.8719 -5.3795 0.0 0.0 0.0 0.146
H -0.8788 -0.1908 -5.4526 0.0 0.0 0.0 0.135
H -3.4490 0.1617 -5.1244 0.0 0.0 0.0 0.146
H -5.3692 -0.3269 -3.2381 0.0 0.0 0.0 0.120
H -3.9414 -1.0615 -1.0408 0.0 0.0 0.0 0.123
H 0.2795 -2.5714 -5.8021 0.0 0.0 0.0 0.145
H 1.5450 -4.4797 -4.2945 0.0 0.0 0.0 0.118
H 1.3000 -3.5536 -1.7510 0.0 0.0 0.0 0.090
C 3.9212 0.8559 1.1241 0.0 0.1 -0.1 -0.064
N 3.5022 -0.3708 1.8061 0.0 0.0 0.0 -0.184
C 3.6692 -0.3360 3.2588 0.0 0.0 0.1 -0.023
C 2.8749 -1.3535 1.1646 0.0 0.0 0.1 -0.653
S 2.0912 -0.9996 -0.3562 -0.1 -0.1 -0.2 0.718
N 2.9606 -2.6100 1.6196 0.0 0.0 0.0 -0.179
C 2.1701 -3.7087 1.0732 0.0 0.0 -0.1 -0.066
C 4.1165 -3.0759 2.3997 0.1 0.0 0.1 -0.007
H 4.7938 1.2383 1.6515 0.0 0.0 0.0 0.106
H 3.1296 1.6038 1.1439 -0.1 0.0 0.0 0.028
H 4.2027 0.6392 0.0978 0.0 0.0 0.0 0.077
H 3.2530 0.6121 3.6028 0.0 0.0 0.0 0.090
H 4.7183 -0.3810 3.5512 0.0 0.0 0.0 0.109
H 3.1228 -1.1474 3.7308 0.0 0.0 0.0 0.090
H 1.2805 -3.3356 0.5763 0.1 0.0 0.0 0.020
H 1.8887 -4.3800 1.8856 0.0 0.0 0.0 0.111
H 2.7625 -4.2734 0.3504 0.0 0.0 0.0 0.113
H 4.9242 -2.3532 2.3547 0.0 0.0 0.0 0.100
H 4.4700 -4.0034 1.9514 0.0 0.0 0.0 0.108
H 3.8540 -3.2725 3.4386 0.0 0.0 0.0 0.105
S 0.6315 2.3843 1.9666 0.0 -0.1 -0.1 0.667
C 1.2290 3.6593 2.9465 0.0 0.0 0.1 -0.803
N 1.4079 3.5041 4.2582 0.0 0.0 0.0 0.020
C 1.8738 4.5621 5.1594 0.1 0.1 0.0 -0.146
C 2.7485 5.5296 4.3814 0.0 0.0 0.0 -0.151
C 2.0029 5.9996 3.1459 0.0 0.0 0.1 -0.142
N 1.5266 4.8332 2.3981 0.0 0.0 0.0 0.024
H 1.1128 2.6259 4.6485 0.0 0.0 -0.1 0.122
H 2.4321 4.0959 5.9689 0.0 0.0 0.0 0.130
H 1.0183 5.0828 5.5953 0.0 0.0 0.0 0.131
H 3.6794 5.0387 4.0919 0.0 0.0 0.0 0.126
H 3.0020 6.3836 5.0066 0.0 0.0 0.0 0.131
H 2.6539 6.5783 2.4936 0.0 0.0 0.0 0.132
H 1.1546 6.6290 3.4240 0.0 0.0 0.0 0.132
H 1.3583 4.9180 1.4097 0.0 0.0 0.0 0.127
```
Positions in Å, forces in eV/Å.

***

[2]
Entry from the Open Molecules 2025 dataset: a molecular structure, C34H45CsFN5O9S4Si (ωB97M-V/def2-TZVPD).

## Properties
Spin multiplicity: 1
Energy relative to the best compared isomer or geometry (same formula, charge and spin), kcal per mole: 16.86
HOMO level, eV: -2.255
HOMO-LUMO gap, eV: 4.8
Calculated total energy, eV: -116350.8626
Total charge: -2
Lowest unoccupied orbital energy, eV: 2.584

XYZ file:
```
100
Properties=species:S:1:pos:R:3:forces:R:3:lowdin_charge:R:1
Cs -0.1659 -0.7768 -0.0393 0.1 0.9 0.1 1.121
C 1.5958 -0.8314 3.3366 0.0 0.0 0.0 -0.194
Si -0.0317 -0.3623 4.1504 0.0 0.0 0.0 0.335
C -0.3026 -1.6598 5.5132 0.0 0.0 0.0 -0.188
C 0.2265 1.2859 5.0415 0.0 0.0 0.0 -0.176
N -1.2105 -0.2878 2.9413 0.0 -0.1 0.1 -0.112
C -2.5230 -0.1110 3.1240 0.0 0.0 -0.1 -0.361
C -3.2507 -0.0737 4.3477 0.0 0.0 0.0 -0.054
C -4.6279 0.0804 4.4036 0.0 0.0 0.0 -0.142
C -5.3952 0.2216 3.2546 0.0 0.0 0.0 -0.152
C -4.7299 0.2201 2.0255 0.0 0.0 0.0 -0.058
C -3.3711 0.0708 2.0014 0.0 0.0 0.0 -0.230
F -2.7434 0.0980 0.7801 -0.3 0.1 -0.1 -0.128
H 2.4133 -0.8699 4.0626 0.0 0.0 0.0 0.030
H 1.8841 -0.1134 2.5650 0.0 0.0 0.0 -0.034
H 1.5242 -1.8167 2.8657 0.0 0.0 0.0 0.026
H 0.6330 -1.8443 6.0504 0.0 0.0 0.0 0.014
H -0.6343 -2.6074 5.0809 0.0 0.0 0.0 0.022
H -1.0500 -1.3511 6.2477 0.0 0.0 0.0 0.005
H 1.0541 1.2391 5.7565 0.0 0.0 0.0 0.020
H -0.6755 1.5780 5.5864 0.0 0.0 0.0 0.016
H 0.4419 2.0709 4.3117 0.0 0.0 0.0 -0.004
H -2.6949 -0.1820 5.2713 0.0 0.0 0.0 0.074
H -5.1134 0.0892 5.3742 0.0 0.0 0.0 0.085
H -6.4700 0.3373 3.3018 0.0 0.0 0.0 0.075
H -5.2635 0.3419 1.0894 0.0 0.0 0.0 0.101
C 5.9837 2.3013 0.9282 0.0 0.0 0.0 -0.546
C 5.2508 1.2103 0.1548 0.0 0.0 -0.1 -0.545
S 3.4897 1.0119 0.4751 0.0 -0.1 0.0 0.858
C 2.7670 2.5214 -0.2162 0.0 -0.1 0.1 -0.512
C 2.8047 3.7689 0.6475 0.0 0.0 0.0 -0.538
S 2.0394 3.6624 2.2813 0.0 0.0 0.0 0.864
C 3.2356 2.7508 3.3021 0.0 0.0 0.0 -0.568
C 4.6691 3.2969 3.2786 0.0 0.0 0.0 -0.537
S 5.9738 2.1477 2.7364 0.0 0.0 0.0 0.834
H 5.6103 3.2890 0.6638 0.0 0.0 0.0 0.060
H 7.0379 2.2773 0.6403 0.0 0.0 0.0 0.060
H 5.6853 0.2374 0.3926 0.0 0.0 0.0 0.064
H 5.3922 1.3837 -0.9158 0.0 0.0 0.0 0.077
H 1.7229 2.2788 -0.4153 0.0 0.0 0.0 0.050
H 3.2193 2.7464 -1.1837 0.0 0.0 0.0 0.076
H 2.2109 4.5121 0.1122 0.0 0.0 0.0 0.059
H 3.8097 4.1763 0.7425 0.0 0.0 0.0 0.049
H 3.2280 1.6967 3.0382 0.0 0.0 0.0 0.003
H 2.8216 2.8394 4.3083 0.0 0.0 0.0 0.052
H 4.9781 3.5708 4.2887 0.0 0.0 0.0 0.056
H 4.7487 4.2025 2.6778 0.0 0.0 0.0 0.056
C -2.6166 -2.3491 -3.8613 0.1 0.0 0.0 -0.098
N -2.8178 -1.2040 -2.9933 -0.1 -0.1 -0.1 -0.200
C -3.6725 -1.5098 -1.8501 0.0 0.0 0.0 -0.063
C -1.9880 -0.1316 -3.0514 0.0 0.0 0.0 -0.828
S -0.5637 -0.1375 -3.9483 0.0 -0.1 0.0 0.648
N -2.3596 0.9528 -2.3181 0.0 0.1 0.0 -0.220
C -1.4296 2.0584 -2.1088 0.0 0.0 0.0 -0.120
C -3.7523 1.3676 -2.2373 0.0 0.0 0.0 -0.053
H -3.5920 -2.7882 -4.0858 0.0 0.0 0.0 0.085
H -1.9989 -3.0979 -3.3573 0.0 0.0 0.0 0.085
H -2.1293 -2.0386 -4.7796 0.0 0.0 0.0 0.039
H -3.3961 -2.4923 -1.4704 0.0 0.0 0.0 0.074
H -4.7304 -1.5169 -2.1355 0.0 0.0 0.0 0.090
H -3.5232 -0.7915 -1.0530 0.0 0.0 0.0 0.057
H -0.4202 1.6983 -1.9314 0.0 0.0 0.0 0.022
H -1.7630 2.6236 -1.2384 0.0 0.0 0.0 0.101
H -1.3823 2.7273 -2.9703 0.0 0.0 0.0 0.080
H -4.4111 0.6321 -2.6922 0.1 0.1 0.0 0.077
H -3.8715 2.3133 -2.7763 0.0 0.0 0.0 0.094
H -4.0472 1.5197 -1.1971 0.0 0.0 0.0 0.085
O 0.7620 -3.3011 -0.2584 0.3 -0.8 -0.1 -0.209
C -0.3075 -3.9137 -0.4350 -0.1 -0.1 0.2 -0.744
O -1.4266 -3.4637 -0.7514 0.0 0.0 -0.1 -0.084
C -0.2726 -5.4218 -0.2030 0.1 0.0 -0.1 -0.078
C 0.2295 -6.2629 -1.1891 0.0 0.0 0.0 0.081
C 0.2274 -7.6311 -0.9781 0.0 -0.1 -0.1 -0.122
C -0.2440 -8.2123 0.1814 0.0 0.0 0.0 0.064
C -0.7285 -7.3468 1.1419 0.0 -0.1 0.1 -0.119
C -0.7583 -5.9730 0.9775 0.0 0.0 0.0 0.087
N -1.2454 -7.9327 2.3975 0.0 0.0 0.1 -0.349
O -1.2264 -9.1477 2.5048 0.0 0.2 0.0 0.059
O -1.6585 -7.1724 3.2490 0.1 -0.1 -0.1 0.085
N 0.7503 -8.5225 -2.0346 0.0 0.0 0.0 -0.349
O 0.7570 -9.7221 -1.8127 0.0 0.2 -0.1 0.060
O 1.1430 -8.0108 -3.0657 -0.1 -0.1 0.2 0.076
H 0.6202 -5.8588 -2.1120 0.0 0.0 0.0 0.139
H -0.2353 -9.2794 0.3285 0.0 0.0 0.0 0.124
H -1.1611 -5.3425 1.7578 0.0 0.0 0.0 0.142
O 1.6298 7.0050 -4.1926 0.0 0.1 -0.1 0.052
C 1.1424 5.8909 -4.8291 0.0 0.0 0.1 -0.269
C 0.6592 5.9735 -6.1298 0.0 0.0 0.0 -0.057
C 0.1509 4.8451 -6.7605 0.0 0.0 0.0 -0.124
C 0.1170 3.6376 -6.0820 0.0 0.0 0.0 -0.103
C 0.5902 3.5741 -4.7772 0.0 0.0 0.0 -0.037
C 1.1189 4.6844 -4.1308 0.0 0.0 0.0 -0.062
C 1.6615 4.5373 -2.7060 0.2 0.0 0.0 -0.664
O 2.8665 4.8133 -2.5457 0.1 0.0 0.0 -0.022
O 0.8465 4.1033 -1.8635 -0.2 0.0 0.0 -0.031
H 1.5361 7.7543 -4.7912 0.0 -0.1 0.1 0.089
H 0.6809 6.9281 -6.6493 0.0 0.0 0.0 0.097
H -0.2202 4.9188 -7.7763 0.0 0.0 0.0 0.086
H -0.2839 2.7496 -6.5546 0.0 0.0 0.0 0.091
H 0.5461 2.6368 -4.2359 0.0 0.0 0.0 0.074
```
Positions in Å, forces in eV/Å.

***

| no. | M (g mol⁻¹) |
| --- | --- |
| 1 | 917.275 |
| 2 | 976.017 |